# C12H36N3O6Sr

A structure of composition C12H36N3O6Sr (ωB97M-V/def2-TZVPD, the Open Molecules 2025 dataset).

Geometry as ORCA input:
```
! RIJCOSX wB97M-V def2-TZVPD def2/J DEFGRID3
* xyz -1 1
Sr 0.76457 0.59897 0.63526
O 0.29280 1.49295 2.90196
H -0.16942 1.61908 3.72719
O 2.98196 0.58472 1.73762
H 3.89287 0.29868 1.70188
O 0.92713 2.70414 -0.50458
H 0.52309 3.54761 -0.32646
C -3.15248 -2.10168 0.33242
C -1.84545 -1.44880 0.79241
C -0.87069 -2.43159 1.42510
O 0.30329 -1.70712 1.62458
C 1.28417 -2.28731 2.46603
N -1.23140 -0.77896 -0.39455
H -2.97439 -2.66826 -0.59101
H -3.91542 -1.36885 0.06476
H -3.61466 -2.81192 1.02746
H -2.12188 -0.65765 1.49294
H -0.72967 -3.33042 0.81132
H -1.36381 -2.64817 2.38391
H 1.80898 -3.07397 1.90419
H 0.83348 -2.69210 3.37796
H 2.02358 -1.53058 2.73555
H -1.84356 -0.04968 -0.76741
H -1.29538 -1.50680 -1.10872
C -2.99322 3.72778 2.06378
C -2.87377 2.46230 1.19515
C -3.63744 2.67161 -0.11055
O -3.50129 1.47946 -0.88863
C -4.53250 1.31336 -1.80892
N -1.48331 2.13087 0.93757
H -4.03256 4.05754 2.18329
H -2.32397 4.52632 1.74453
H -2.65208 3.50205 3.08009
H -3.32938 1.62829 1.73788
H -3.22592 3.52162 -0.66828
H -4.70016 2.89381 0.04333
H -4.51678 0.35323 -2.33185
H -4.54415 2.06782 -2.61164
H -5.51440 1.36151 -1.30816
H -0.94788 2.84918 0.44851
H -1.02564 2.14476 1.87239
C 2.31176 -2.73194 -1.20014
C 3.05309 -1.41568 -1.25914
C 4.26835 -1.41273 -2.17689
O 4.98122 -0.21832 -2.03141
C 6.10516 -0.10975 -2.85024
N 2.15310 -0.28360 -1.50829
H 1.87133 -3.03395 -2.15811
H 1.48171 -2.63363 -0.50168
H 2.99942 -3.52267 -0.89654
H 3.43210 -1.20953 -0.24844
H 4.07476 -1.67091 -3.22820
H 4.90625 -2.24474 -1.81002
H 6.94560 -0.71074 -2.46739
H 6.39172 0.94103 -2.86758
H 5.91855 -0.46104 -3.87588
H 2.68271 0.58971 -1.50453
H 1.74990 -0.31533 -2.44382
*
```

Properties
HOMO: -3.46 eV
ΔE to the lowest compared entry with this formula, charge and spin: 0.00 kcal per mole
lowest unoccupied orbital energy: 2.494 eV
total energy: -1125.2608 a.u.
frontier orbital gap: 6.0 eV